1.
C8H22BrFeN2O2 | ωB97M-V/def2-TZVPD

## Properties
2S+1 = 9
charge = +1
highest occupied orbital energy (spin up / spin down) = -7.44 / -13.33 eV
energy relative to the best compared isomer or geometry (same formula, charge and spin) = 0.00 kcal per mole

Each line ends with the natural charge from an NBO analysis.
CARTESIAN COORDINATES (ANGSTROEM)
Fe  9.14  -2.66  -16.10  0.5760
Br  8.20  -2.55  -18.50  -0.5481
C  9.28  -6.56  -14.70  -0.6284
C  9.31  -6.00  -16.09  -0.0858
C  8.76  -7.00  -17.09  -0.0740
O  8.92  -6.44  -18.39  -0.5856
C  8.20  -7.14  -19.41  -0.2510
N  8.47  -4.74  -16.16  -1.0008
H  8.26  -6.75  -14.35  0.2221
H  9.83  -6.01  -13.95  0.2484
H  9.70  -7.58  -14.72  0.2302
H  10.32  -5.70  -16.38  0.1833
H  7.68  -7.12  -16.90  0.1901
H  9.26  -7.97  -17.00  0.2055
H  8.52  -8.19  -19.47  0.1907
H  8.40  -6.63  -20.34  0.2027
H  7.14  -7.20  -19.16  0.2004
H  8.18  -4.68  -17.15  0.4226
H  7.56  -4.90  -15.71  0.4072
C  12.43  -6.41  -18.66  -0.6282
C  12.05  -5.21  -19.54  -0.1359
C  11.72  -5.63  -20.97  -0.0514
O  11.21  -4.47  -21.60  -0.5571
C  11.02  -4.65  -23.00  -0.2569
N  10.82  -4.63  -19.04  -0.2774
H  11.67  -7.20  -18.72  0.2144
H  12.54  -6.12  -17.62  0.2366
H  13.35  -6.87  -19.04  0.2465
H  12.87  -4.48  -19.48  0.2672
H  10.88  -6.34  -20.95  0.1739
H  12.57  -6.06  -21.51  0.2206
H  11.94  -5.02  -23.44  0.1862
H  10.84  -3.67  -23.44  0.2175
H  10.13  -5.25  -23.19  0.1820
H  10.12  -5.34  -18.67  0.4219
H  10.33  -4.05  -19.75  0.4346


2.
C10H20Cl20 | ωB97M-V/def2-TZVPD

## Properties
highest occupied orbital energy = -10.76 eV
energy relative to the best compared isomer or geometry (same formula, charge and spin) = 36.48 kcal per mole

Each line ends with the natural charge from an NBO analysis.
CARTESIAN COORDINATES (ANGSTROEM)
Cl  4.77  -37.08  -23.51  -0.0348
C  5.74  -37.80  -24.83  -0.3815
Cl  6.25  -39.46  -24.44  -0.0168
H  5.16  -37.74  -25.76  0.2292
H  6.61  -37.17  -24.93  0.2048
Cl  3.89  -27.67  -22.95  -0.0174
C  3.02  -28.87  -23.89  -0.4307
Cl  3.85  -30.36  -24.14  0.0023
H  2.00  -28.88  -23.49  0.2284
H  2.88  -28.50  -24.91  0.2227
Cl  1.54  -31.58  -21.48  -0.0272
C  3.21  -31.94  -21.12  -0.3986
Cl  3.43  -31.94  -19.36  -0.0528
H  3.61  -32.88  -21.50  0.2346
H  3.78  -31.07  -21.48  0.2341
Cl  7.63  -31.74  -15.86  -0.0182
C  7.61  -31.53  -17.63  -0.3752
Cl  7.17  -33.10  -18.44  -0.0508
H  6.90  -30.74  -17.89  0.2210
H  8.57  -31.18  -18.01  0.2234
Cl  -2.72  -31.19  -24.71  -0.0319
C  -1.00  -31.42  -24.27  -0.3825
Cl  0.03  -31.21  -25.72  -0.0362
H  -0.73  -30.76  -23.45  0.2258
H  -0.90  -32.44  -23.91  0.2232
Cl  -1.74  -31.69  -20.94  -0.0284
C  -1.59  -31.00  -19.34  -0.3969
Cl  -3.13  -31.12  -18.46  -0.0263
H  -0.86  -31.62  -18.82  0.2291
H  -1.30  -29.96  -19.48  0.2288
Cl  3.95  -31.67  -14.85  -0.0267
C  3.81  -31.12  -13.16  -0.3895
Cl  3.79  -32.40  -11.91  -0.0284
H  4.68  -30.52  -12.92  0.2231
H  2.95  -30.46  -13.05  0.2239
Cl  3.08  -28.26  -18.72  -0.0669
C  3.30  -29.13  -17.11  -0.3585
Cl  4.02  -27.90  -16.03  -0.0257
H  2.33  -29.49  -16.76  0.2216
H  3.92  -30.02  -17.22  0.2248
Cl  7.44  -26.53  -20.87  -0.0211
C  8.13  -27.48  -22.21  -0.4220
Cl  7.54  -29.14  -22.22  -0.0007
H  7.98  -26.97  -23.16  0.2223
H  9.21  -27.36  -22.22  0.2223
Cl  9.24  -33.86  -24.37  -0.0178
C  7.94  -34.82  -23.61  -0.3743
Cl  6.42  -33.90  -23.91  -0.0417
H  7.84  -35.82  -24.02  0.2049
H  8.09  -35.02  -22.55  0.2291


3.
C16H32N3O11PS5 | ωB97M-V/def2-TZVPD

## Properties
highest occupied orbital energy = -8.40 eV

Each line ends with the natural charge from an NBO analysis.
CARTESIAN COORDINATES (ANGSTROEM)
N  1.07  0.80  -1.74  -0.8452
C  0.06  0.67  -2.81  -0.2630
C  -0.94  1.78  -2.73  0.0403
C  -2.29  1.40  -2.52  -0.1994
C  -3.29  2.30  -2.39  -0.1764
C  -2.96  3.67  -2.43  0.0698
N  -3.79  4.69  -2.26  -0.6114
S  -2.93  6.03  -2.39  0.9572
N  -1.48  5.40  -2.66  -0.6168
C  -1.60  4.08  -2.65  0.1744
C  -0.57  3.09  -2.85  -0.4541
P  1.12  3.70  -3.22  1.8588
O  0.86  5.13  -3.87  -0.9721
O  1.78  4.06  -1.82  -0.9767
S  2.23  2.68  -4.43  -0.6347
H  1.68  0.00  -1.78  0.3721
H  0.58  0.79  -0.85  0.3680
H  -0.46  -0.29  -2.75  0.1760
H  0.56  0.68  -3.77  0.2402
H  -2.55  0.36  -2.44  0.2237
H  -4.31  2.00  -2.22  0.2283
H  1.46  5.17  -4.62  0.5202
H  1.56  3.37  -1.17  0.5192
O  -2.15  -2.07  2.20  -0.9356
S  -1.78  -0.73  1.88  2.3943
O  -0.63  -0.44  1.08  -0.9518
O  -1.72  0.12  3.22  -0.7236
C  -0.93  -0.40  4.31  -0.0769
C  0.56  -0.16  4.12  -0.6481
C  -3.14  0.11  1.15  -0.8897
H  -1.14  -1.46  4.46  0.1999
H  -1.28  0.13  5.20  0.1937
H  0.95  -0.75  3.29  0.2235
H  1.10  -0.43  5.02  0.2430
H  0.75  0.89  3.89  0.2130
H  -4.03  -0.05  1.76  0.2511
H  -3.28  -0.32  0.16  0.2507
H  -2.90  1.16  1.07  0.2551
O  3.23  -0.77  6.09  -0.9526
S  4.41  -0.03  6.42  2.3906
O  5.15  0.63  5.39  -0.9297
O  5.38  -0.98  7.25  -0.7233
C  5.70  -2.27  6.69  -0.0772
C  6.74  -2.18  5.59  -0.6411
C  4.06  1.12  7.71  -0.8873
H  4.79  -2.75  6.34  0.2006
H  6.08  -2.85  7.53  0.1957
H  6.35  -1.67  4.71  0.2285
H  7.05  -3.18  5.30  0.2186
H  7.61  -1.62  5.94  0.2183
H  3.53  0.60  8.51  0.2511
H  3.43  1.89  7.28  0.2543
H  4.99  1.54  8.06  0.2555
O  -1.50  -1.63  -5.94  -0.9372
S  -2.90  -1.94  -5.92  2.3866
O  -3.76  -1.32  -4.96  -0.9422
O  -3.07  -3.51  -5.85  -0.7228
C  -2.37  -4.22  -4.81  -0.0780
C  -3.05  -4.09  -3.46  -0.6394
C  -3.57  -1.71  -7.53  -0.8873
H  -1.33  -3.87  -4.77  0.2016
H  -2.36  -5.26  -5.12  0.1964
H  -2.99  -3.06  -3.08  0.2217
H  -2.56  -4.74  -2.73  0.2209
H  -4.10  -4.35  -3.53  0.2179
H  -2.94  -2.22  -8.25  0.2531
H  -3.59  -0.64  -7.73  0.2566
H  -4.58  -2.11  -7.55  0.2532


4.
C20H25BrO5 | ωB97M-V/def2-TZVPD

## Properties
highest occupied orbital energy = -8.82 eV
energy relative to the best compared isomer or geometry (same formula, charge and spin) = 0.75 kcal per mole

Each line ends with the natural charge from an NBO analysis.
CARTESIAN COORDINATES (ANGSTROEM)
C  3.65  -1.70  4.19  -0.3904
C  4.78  -2.10  3.62  -0.2015
C  4.90  -2.62  2.23  -0.1173
O  3.67  -2.62  1.52  -0.4861
C  3.37  -1.52  0.83  0.7583
O  4.11  -0.57  0.70  -0.5884
C  2.02  -1.59  0.22  0.1866
C  1.60  -0.65  -0.62  -0.2164
C  0.21  -0.64  -1.20  -0.2778
C  -0.32  0.77  -1.20  -0.0159
C  -0.85  1.33  -2.36  -0.1490
C  -1.35  2.62  -2.36  -0.2558
C  -1.32  3.35  -1.18  -0.0808
Br  -2.02  5.13  -1.16  0.0498
C  -0.79  2.81  -0.02  -0.2386
C  -0.29  1.52  -0.04  -0.2089
C  -0.68  -1.60  -0.39  -0.2545
C  -2.01  -1.92  -1.10  -0.4046
C  -3.13  -0.91  -0.83  -0.4253
C  -3.51  -0.81  0.65  -0.0643
O  -2.64  0.01  1.41  -0.7241
C  0.10  -2.90  -0.15  0.4070
O  -0.70  -3.76  0.59  -0.5322
C  -0.16  -5.06  0.82  -0.0672
C  -0.32  -5.99  -0.39  -0.6386
O  1.30  -2.68  0.59  -0.5021
H  3.62  -1.33  5.19  0.2028
H  2.71  -1.75  3.66  0.2004
H  5.72  -2.05  4.15  0.2044
H  5.64  -2.02  1.67  0.2165
H  5.23  -3.67  2.24  0.2024
H  2.26  0.17  -0.86  0.2436
H  0.26  -0.99  -2.24  0.2181
H  -0.87  0.77  -3.28  0.2089
H  -1.75  3.06  -3.26  0.2297
H  -0.77  3.40  0.89  0.2317
H  0.12  1.10  0.86  0.2339
H  -0.89  -1.17  0.59  0.2500
H  -1.84  -1.99  -2.17  0.1970
H  -2.35  -2.89  -0.74  0.2265
H  -4.01  -1.23  -1.39  0.2108
H  -2.85  0.08  -1.19  0.2047
H  -4.54  -0.42  0.73  0.1626
H  -3.47  -1.79  1.12  0.1807
H  -2.67  0.90  1.06  0.4687
H  0.38  -3.35  -1.12  0.1369
H  -0.73  -5.44  1.66  0.1893
H  0.89  -4.98  1.10  0.1875
H  -1.37  -6.02  -0.69  0.2107
H  0.00  -6.99  -0.11  0.2169
H  0.28  -5.65  -1.23  0.2036


5.
C20H25FN4O3S | ωB97M-V/def2-TZVPD

## Properties
highest occupied orbital energy = -7.88 eV
energy relative to the best compared isomer or geometry (same formula, charge and spin) = 8.84 kcal per mole

Each line ends with the natural charge from an NBO analysis.
CARTESIAN COORDINATES (ANGSTROEM)
N  3.78  2.56  -1.73  -1.0601
S  3.24  1.15  -0.99  2.3205
O  2.94  0.24  -2.06  -0.9497
O  4.23  0.81  -0.02  -0.9311
C  1.72  1.62  -0.20  -0.3570
C  1.66  1.77  1.17  -0.1829
C  0.46  2.13  1.76  -0.2068
C  -0.67  2.35  0.98  0.0025
C  -2.01  2.64  1.59  -0.4385
C  -2.76  1.31  1.84  -0.2091
N  -2.77  0.48  0.67  -0.6427
C  -3.68  0.58  -0.32  0.6679
O  -4.70  1.24  -0.27  -0.6402
C  -3.29  -0.23  -1.57  -0.3024
N  -2.10  -1.01  -1.33  -0.4650
C  -1.12  -1.08  -2.39  -0.1931
C  0.17  -1.73  -1.81  -0.2452
N  0.04  -1.77  -0.38  -0.4372
C  1.17  -1.71  0.43  0.0792
C  2.46  -2.00  -0.03  -0.2367
C  3.56  -1.90  0.80  -0.1867
C  3.42  -1.51  2.12  -0.2218
C  2.16  -1.21  2.60  -0.2875
C  1.07  -1.30  1.76  0.4164
F  -0.15  -0.94  2.25  -0.3554
C  -1.03  -2.67  0.04  -0.2185
C  -2.31  -2.31  -0.74  -0.2324
C  -0.58  2.21  -0.41  -0.1564
C  0.62  1.85  -0.99  -0.2088
H  4.08  3.26  -1.08  0.3983
H  3.17  2.91  -2.44  0.3949
H  2.55  1.59  1.75  0.2470
H  0.39  2.23  2.83  0.2179
H  -1.90  3.16  2.55  0.2181
H  -2.60  3.25  0.92  0.2234
H  -2.28  0.75  2.64  0.2042
H  -3.80  1.53  2.11  0.2278
H  -1.93  -0.03  0.44  0.4386
H  -4.15  -0.84  -1.88  0.2054
H  -3.11  0.49  -2.37  0.2221
H  -1.47  -1.67  -3.25  0.1659
H  -0.91  -0.07  -2.73  0.1937
H  1.04  -1.12  -2.07  0.2473
H  0.30  -2.73  -2.24  0.1701
H  2.60  -2.31  -1.05  0.2272
H  4.54  -2.13  0.41  0.2212
H  4.27  -1.44  2.77  0.2170
H  2.00  -0.88  3.62  0.2239
H  -1.19  -2.57  1.11  0.2185
H  -0.75  -3.72  -0.16  0.1737
H  -2.53  -3.07  -1.50  0.1699
H  -3.16  -2.25  -0.06  0.2162
H  -1.45  2.39  -1.02  0.2110
H  0.71  1.71  -2.06  0.2254


6.
C3H11NO2 | ωB97M-V/def2-TZVPD

## Properties
2S+1 = 2
charge = +1
highest occupied orbital energy (spin up / spin down) = -14.47 / -14.35 eV
energy relative to the best compared isomer or geometry (same formula, charge and spin) = 33.14 kcal per mole

Each line ends with the natural charge from an NBO analysis.
CARTESIAN COORDINATES (ANGSTROEM)
C  0.85  -0.41  0.37  -0.0233
O  1.09  0.08  -0.88  -0.5144
C  -0.55  0.18  0.89  -0.0605
C  -1.04  -0.78  1.99  -0.5973
N  -0.27  1.50  1.35  -0.5590
H  0.88  -1.50  0.34  0.2327
H  1.57  -0.02  1.10  0.2127
H  1.04  1.05  -0.90  0.4965
H  -1.30  0.34  0.12  0.2515
H  -1.90  -0.33  2.44  0.2475
H  -0.32  -1.01  2.77  0.2406
H  -1.37  -1.74  1.59  0.2617
H  -1.15  1.99  1.50  0.4076
H  0.19  1.54  2.27  0.3913
H  0.56  -1.17  -3.15  0.4739
H  0.30  0.34  -3.24  0.4616
O  -0.13  -0.52  -3.25  -0.9232